# 1
The following is a quantum chemistry calculation of a cluster of 3 separate species, C3H12O3S2 in total in a non-equilibrium geometry, from the Open Molecules 2025 dataset.

Calculated values
Relative energy (zero: lowest compared OMol25 entry of this formula, charge and spin), kJ/mol: 25.61
SMILES: OCCCSS.O.O
E, a.u.: -1143.5793
Kohn-Sham gap, eV: 9.3

The geometry in XYZ format:
```
20
Properties=species:S:1:pos:R:3:forces:R:3:lowdin_charge:R:1
O 2.3145 0.2833 -1.1615 0.50 -0.01 0.24 -0.06
C 1.2027 -0.4954 -1.5163 -1.03 -0.28 0.25 -0.28
C -0.0069 -0.2340 -0.5942 1.15 1.17 0.05 -0.28
C -1.3317 -0.5030 -1.2648 -0.13 -0.30 0.13 -0.58
S -2.6526 -1.0765 -0.1711 -0.23 0.55 0.26 0.40
S -2.1659 -2.9955 0.1991 0.37 -0.64 0.13 0.30
H 2.4737 0.2167 -0.2136 -0.06 -0.10 0.02 0.08
H 1.3660 -1.5847 -1.4838 0.45 0.20 -0.30 0.12
H 0.9750 -0.1763 -2.5377 -0.10 -0.29 0.03 0.12
H 0.0930 0.8383 -0.3840 -0.33 0.06 -0.03 0.09
H 0.1653 -0.6563 0.4017 -0.35 -0.51 -0.44 0.07
H -1.2399 -1.2556 -2.0463 0.00 0.07 -0.18 0.07
H -1.7201 0.4291 -1.6849 -0.05 -0.20 -0.21 0.07
H -1.2265 -2.9004 1.1778 -0.27 0.24 -0.19 -0.18
O 0.7278 0.1725 2.3168 0.07 -0.04 -0.24 -0.07
H 0.5577 1.1204 2.1621 0.21 -0.28 0.37 0.00
H 0.7859 0.0001 3.2581 -0.03 0.32 0.09 0.04
O 0.0646 2.7960 1.5030 -0.23 0.03 -0.04 -0.04
H -0.7434 2.4871 1.0776 -0.04 0.04 0.03 0.05
H 0.3610 3.5339 0.9618 0.14 -0.02 0.02 0.06
```
Forces are in eV/Å.

***

# 2
The following is a quantum chemistry calculation of a cluster of 5 separate species, H9O4S in total, from the Open Molecules 2025 dataset.

Calculated values
Relative energy (zero: lowest compared OMol25 entry of this formula, charge and spin), kJ/mol: 0.00
E, a.u.: -704.6356
Kohn-Sham gap, eV: 8.0
Total charge: -1

The geometry in XYZ format:
```
14
Properties=species:S:1:pos:R:3:forces:R:3:lowdin_charge:R:1
S 1.5530 -0.2355 -1.2334 0.01 0.01 -0.02 0.01
H 0.4399 -0.2519 -1.9864 0.01 -0.03 0.01 -0.38
H -2.2606 0.1428 -1.5725 -0.19 0.03 0.66 0.04
H -1.7636 0.9022 -0.3397 -0.25 0.02 0.05 -0.01
O -2.4959 0.3100 -0.6400 0.45 -0.10 -0.63 -0.11
H 1.4469 0.0773 1.3173 0.16 0.08 -0.37 -0.05
H 0.2740 -0.6493 1.8793 -0.02 -0.01 0.06 0.00
O 0.8754 0.0865 2.0939 -0.23 0.00 0.35 -0.12
H 0.1822 -1.7300 0.1208 -0.18 0.17 -0.16 -0.07
H -1.3028 -1.3867 0.3670 0.17 -0.01 -0.13 0.01
O -0.5835 -1.9517 0.6919 -0.08 -0.03 0.14 -0.13
H -0.2007 1.5441 1.0559 0.06 -0.05 0.31 0.01
H 0.2371 1.5584 -0.3636 0.04 0.03 -0.05 -0.07
O -0.4308 1.9793 0.2229 0.05 -0.11 -0.22 -0.13
```
Forces are in eV/Å.

***

# 3
The following is a quantum chemistry calculation of a structure of composition C3HO2Tl in a non-equilibrium geometry, from the Open Molecules 2025 dataset.

Calculated values
2S+1: 2
Relative energy (zero: lowest compared OMol25 entry of this formula, charge and spin), kJ/mol: 402.78
E, a.u.: -437.3414
Kohn-Sham gap (alpha / beta), eV: 9.5 / 7.5
Total charge: +1

The geometry in XYZ format:
```
7
Properties=species:S:1:pos:R:3:forces:R:3:lowdin_charge:R:1
C 0.0958 -1.7064 2.0279 0.48 0.73 -0.86 0.24
H -0.4018 -2.0604 2.9118 0.13 0.07 -0.17 0.08
C 0.6230 -1.1835 1.0718 1.56 -1.15 -2.43 -0.05
O 1.3181 -0.9943 -0.3070 -1.05 0.71 4.76 0.11
C 1.1443 0.3322 -0.0401 -3.43 -1.65 -1.79 -0.14
Tl -0.2337 2.4029 -1.4814 -1.73 7.32 -4.85 1.08
O 0.0723 0.8360 -0.4479 4.05 -6.03 5.34 -0.33
```
Forces are in eV/Å.

***

# 4
The following is a quantum chemistry calculation of a structure of composition C24H41BF14HfN3O10S3 in a non-equilibrium geometry, from the Open Molecules 2025 dataset.

Calculated values
2S+1: 2
Relative energy (zero: lowest compared OMol25 entry of this formula, charge and spin), kJ/mol: 0.00
E, a.u.: -4521.5293
Kohn-Sham gap (alpha / beta), eV: 5.6 / 6.9

The geometry in XYZ format:
```
97
Properties=species:S:1:pos:R:3:forces:R:3:lowdin_charge:R:1
Hf -1.7459 -3.2971 -0.3103 0.81 5.93 2.32 2.20
C 1.2366 2.8479 -0.1964 -0.13 0.34 0.12 -0.06
C -0.0309 3.3986 -0.8107 -1.50 0.40 -0.31 -0.22
C 0.1205 4.1919 -2.1227 0.31 -0.79 -0.48 -0.10
N -1.2356 4.4561 -2.7678 -0.76 -0.81 -0.33 -0.23
C -2.0667 5.4526 -1.9917 0.80 0.10 -1.14 0.04
C -1.0876 4.8751 -4.2364 0.46 1.06 0.50 -0.09
C -2.1435 4.1685 -5.0727 1.23 0.74 -1.06 -0.15
C -2.9919 3.3655 -4.1228 -0.04 -0.05 -0.64 -0.14
C -2.1002 3.1596 -2.9277 0.64 0.09 0.79 -0.08
H 1.8306 2.3642 -0.9701 0.34 0.24 0.12 0.06
H 1.0501 2.0977 0.5716 -0.34 -0.01 -0.10 0.08
H 1.7301 3.6725 0.3193 0.57 -0.15 -0.30 0.08
H -0.6206 3.9991 -0.1099 0.47 0.18 0.29 0.11
H -0.7623 2.6145 -1.0202 0.48 -0.38 -0.10 0.08
H 0.7076 3.6211 -2.8513 -0.39 -0.47 0.00 0.10
H 0.7049 5.1153 -2.1311 -0.50 0.36 0.66 0.14
H -2.2136 5.2041 -0.9462 0.02 -0.43 -0.13 0.10
H -2.9948 5.4901 -2.5554 -0.21 0.36 0.38 0.11
H -1.5140 6.3875 -2.0657 -0.28 0.18 0.08 0.11
H -1.2298 5.9497 -4.3571 0.17 0.08 0.59 0.13
H -0.0513 4.6649 -4.4909 -0.13 -0.27 -0.22 0.11
H -2.6577 4.9104 -5.6841 -0.42 -0.04 0.32 0.12
H -1.6075 3.5949 -5.8322 -0.17 -0.54 0.29 0.12
H -3.9213 3.8924 -3.9144 -0.05 -0.21 0.23 0.12
H -3.1980 2.4358 -4.6506 -0.39 -0.23 0.60 0.12
H -2.6028 3.0059 -1.9766 -0.10 -0.18 -0.12 0.12
H -1.3904 2.3501 -3.0967 -0.03 -0.02 -0.01 0.13
C -3.8832 -0.7895 -3.6918 0.21 -1.33 0.77 -0.66
F -4.8926 -0.4860 -4.4955 -0.03 -0.14 -0.09 0.16
F -2.7422 -0.5655 -4.3443 0.01 0.31 -0.04 0.13
F -3.9769 -0.0572 -2.5953 0.07 0.42 -0.28 0.14
S -4.0086 -2.6115 -3.1644 -2.26 -1.08 -0.11 0.56
O -3.9027 -3.4305 -4.3358 0.77 0.64 -0.13 -0.27
O -2.9074 -2.8984 -2.1835 2.00 -0.86 1.37 -0.45
O -5.2698 -2.6755 -2.4852 0.20 0.52 0.03 -0.26
C -3.0835 0.8752 1.0603 -0.89 -0.80 -0.04 -0.63
F -2.9068 1.5156 -0.1188 0.40 -0.13 0.17 0.10
F -1.9139 0.6706 1.6562 0.09 0.19 -0.33 0.15
F -3.8187 1.6774 1.8254 0.10 0.23 0.16 0.14
S -4.0739 -0.7076 0.8331 -0.73 -0.50 1.14 0.54
O -3.1692 -1.5496 -0.0076 -0.21 -0.56 -0.97 -0.46
O -4.2523 -1.2639 2.1398 0.41 0.35 0.06 -0.27
O -5.2865 -0.2567 0.2138 0.76 0.09 -0.75 -0.26
C 2.6313 -3.5475 -1.2834 -1.31 1.29 1.04 -0.65
F 3.3931 -4.4726 -1.8009 -0.04 0.04 -0.01 0.21
F 3.2727 -2.7908 -0.3921 0.57 -0.58 0.12 0.15
F 2.1528 -2.7040 -2.1779 0.17 -0.57 -0.68 0.17
S 1.1849 -4.2914 -0.2975 -2.55 -0.23 1.22 0.62
O 1.7149 -5.3428 0.4972 0.69 -0.04 -0.59 -0.22
O 0.4277 -3.2786 0.4941 0.73 0.88 0.71 -0.41
O 0.0506 -4.5970 -1.2092 -0.80 -1.65 -1.52 -0.41
B -0.4663 -0.8991 -1.4697 -0.36 -0.29 -0.57 -1.32
F -0.3555 -2.2150 -1.9784 -0.04 -1.10 -0.73 0.07
F -0.7673 -1.2482 -0.1456 -0.13 0.38 1.55 0.06
F 0.7312 -0.2264 -1.5853 -0.24 -0.02 0.60 0.18
F -1.5504 -0.3288 -2.0503 0.48 1.06 -0.17 0.20
F -2.0216 -2.8025 1.7956 0.93 -2.44 -3.86 -0.42
C 0.8539 -0.6215 3.3829 -1.18 -0.68 0.39 -0.03
C 1.7742 -1.6501 3.9934 2.01 -0.34 -0.04 -0.47
C 2.8744 -0.8636 4.7320 0.98 -0.40 -0.34 -0.14
C 3.7116 -1.7091 5.6857 -1.49 -0.48 0.71 -0.17
C 2.8108 -2.5177 6.6465 0.29 0.90 0.01 -0.15
C 1.7228 -3.3580 5.9620 2.46 -0.27 0.32 -0.50
N 1.0601 -2.5510 4.9330 -2.05 -0.50 -0.35 -0.11
O -0.0714 -3.0426 4.5125 1.19 0.63 0.25 0.00
C 2.5110 -4.5331 5.3438 0.30 -0.40 0.45 -0.03
C 0.7895 -3.9154 7.0195 -1.35 0.41 0.03 -0.04
C 2.4902 -2.4840 2.8930 -0.17 -0.07 -0.21 -0.02
H 1.3321 0.2481 2.9343 0.46 -0.09 0.35 0.09
H 0.2390 -0.3568 4.2457 -0.38 0.61 -0.44 0.10
H 0.2307 -1.0536 2.6077 -0.34 -0.18 0.05 0.07
H 3.5806 -0.5823 3.9437 -0.21 0.43 -0.08 0.12
H 2.5377 0.0689 5.1877 -0.35 -0.20 0.17 0.12
H 4.2884 -1.0625 6.3457 0.60 -0.11 -0.42 0.11
H 4.2876 -2.4422 5.1248 0.55 0.41 0.02 0.09
H 2.3951 -1.7957 7.3570 -0.30 -0.18 0.05 0.12
H 3.4737 -3.1810 7.2050 -0.23 -0.09 0.20 0.12
H 2.9167 -5.1080 6.1825 -0.60 -0.38 0.05 0.09
H 1.8902 -5.1518 4.6986 0.11 -0.05 -0.04 0.09
H 3.4593 -4.2674 4.8784 -0.41 0.35 -0.62 0.06
H 0.1656 -3.1022 7.4005 -0.20 -0.06 -0.16 0.09
H 0.1374 -4.6951 6.6262 -0.09 0.18 -0.19 0.08
H 1.2355 -4.3453 7.9171 0.79 0.11 -0.34 0.09
H 2.6679 -1.8080 2.0542 -0.02 -0.11 -0.10 0.08
H 1.9030 -3.3333 2.5479 -0.35 0.23 0.02 0.07
H 3.4536 -2.9176 3.1634 0.02 0.28 0.34 0.07
N 1.6727 1.1306 -3.6021 0.46 0.92 -1.68 0.05
C 2.8209 1.8606 -3.6344 1.03 -0.12 1.30 -0.17
C 2.8788 2.6676 -4.7296 -0.99 0.60 -0.19 -0.11
C 1.6338 2.4938 -5.3909 -0.19 -0.82 -0.20 -0.13
C 0.9707 1.4642 -4.7491 -0.69 0.48 1.07 -0.13
H 1.3899 0.5150 -2.8471 0.02 0.04 -0.45 0.09
H 3.5151 1.8135 -2.8088 0.10 -0.22 -0.10 0.11
H 3.6103 3.3988 -5.0292 0.25 -0.15 0.28 0.09
H 1.2785 3.0537 -6.2420 0.06 -0.26 -0.19 0.09
H -0.0155 1.0428 -4.8736 0.05 -0.03 -0.32 0.11
```
Forces are in eV/Å.

***

# 5
The following is a quantum chemistry calculation of a structure of composition C52H37CdN3S2Te, from the Open Molecules 2025 dataset.

Calculated values
Relative energy (zero: lowest compared OMol25 entry of this formula, charge and spin), kJ/mol: 0.00
E, a.u.: -3400.1478
Kohn-Sham gap, eV: 6.3

The geometry in XYZ format:
```
96
Properties=species:S:1:pos:R:3:forces:R:3:lowdin_charge:R:1
Cd 0.1394 0.0896 -0.3043 -0.32 -0.02 -0.25 1.35
C 1.7605 -1.1190 -2.4204 0.09 -0.10 -0.14 -0.21
C 1.9840 -2.4348 -2.0502 0.02 0.03 -0.01 -0.22
C 0.7356 -3.0572 -1.8041 -0.02 -0.09 -0.05 -0.21
C -0.2716 -2.1300 -2.0511 0.04 -0.09 -0.11 -0.23
C 0.3481 -0.8921 -2.4337 -0.16 0.07 0.18 -0.31
H 2.5119 -0.3946 -2.7019 -0.01 0.00 0.01 0.08
H 2.9496 -2.9132 -1.9734 0.03 0.03 0.12 0.08
H 0.5919 -4.0897 -1.5118 0.02 0.05 0.02 0.05
H -1.3358 -2.3258 -2.0721 0.00 0.04 0.03 0.09
H -0.1364 -0.1390 -3.0437 -0.02 0.05 0.13 0.07
C 2.6202 2.5572 2.5374 0.00 0.00 -0.02 -0.09
C 2.8157 3.7200 1.8081 0.05 0.07 0.06 -0.10
C 2.2845 3.8261 0.5340 -0.03 -0.04 -0.06 -0.06
C 1.5595 2.7674 -0.0199 0.13 -0.07 0.19 -0.24
C 1.3690 1.5696 0.6934 -0.04 0.06 0.10 -0.22
C 1.9033 1.5053 1.9781 0.03 0.04 0.01 -0.18
C 0.9079 2.9538 -1.3399 -0.27 -0.02 -0.10 -0.24
C 1.4166 3.8545 -2.3142 0.03 0.07 -0.14 0.00
C 0.7211 4.0654 -3.4658 0.03 -0.01 0.03 0.00
C -0.5078 3.3989 -3.6837 -0.05 -0.16 0.21 -0.16
C -1.3186 3.5986 -4.8218 -0.03 -0.02 -0.05 -0.04
C -2.4866 2.9029 -4.9661 0.07 0.05 -0.08 -0.08
C -2.8906 1.9787 -3.9808 -0.02 -0.09 0.08 -0.07
C -2.1290 1.7662 -2.8657 0.02 0.04 -0.04 -0.03
C -0.9200 2.4791 -2.6913 0.00 0.20 -0.24 -0.24
N -0.2010 2.2759 -1.5594 0.12 0.07 0.19 0.08
H 3.0228 2.4693 3.5400 0.00 -0.01 0.00 0.10
H 3.3639 4.5505 2.2357 0.00 -0.01 0.00 0.10
H 2.4129 4.7530 -0.0132 -0.02 0.00 0.00 0.10
H 1.7555 0.6174 2.5843 -0.01 0.03 -0.02 0.03
H 2.3653 4.3448 -2.1481 -0.01 0.00 0.01 0.11
H 1.0980 4.7310 -4.2339 0.02 0.04 0.04 0.12
H -1.0001 4.3130 -5.5719 0.00 -0.02 -0.02 0.11
H -3.1045 3.0495 -5.8422 0.00 0.03 0.01 0.10
H -3.8160 1.4332 -4.1158 0.01 0.00 0.02 0.10
H -2.4200 1.0647 -2.0930 -0.03 0.00 -0.01 0.11
S -1.2556 5.7883 1.3776 -0.20 0.00 0.23 1.06
C -1.6668 7.2853 2.0991 0.11 -0.12 -0.13 -0.41
C -2.5565 7.1317 3.1154 -0.01 0.10 0.02 -0.19
C -2.9216 5.7782 3.3147 -0.05 -0.16 -0.04 -0.12
C -2.3087 4.9167 2.4466 0.18 0.36 -0.10 -0.47
C -2.4112 3.4623 2.3741 -0.07 -0.30 0.08 -0.19
C -1.8970 2.7668 1.2597 0.03 0.04 -0.04 -0.10
N -1.8675 1.4644 1.1448 0.03 -0.08 -0.12 0.10
C -2.3796 0.7198 2.1373 -0.12 0.30 0.18 -0.16
C -2.9919 1.3031 3.2649 0.13 -0.13 -0.20 -0.13
C -3.5726 0.4610 4.2657 -0.05 -0.11 0.13 -0.02
C -3.5262 -0.8826 4.1534 -0.05 0.07 0.13 -0.02
C -2.8734 -1.5102 3.0438 0.17 0.17 -0.23 -0.13
C -2.7694 -2.9022 2.9336 0.07 -0.10 -0.16 0.05
C -2.1104 -3.4660 1.8602 -0.11 0.30 0.15 -0.19
C -1.5487 -2.5727 0.9246 -0.07 -0.17 -0.05 -0.13
N -1.6300 -1.2655 0.9980 0.12 0.14 -0.01 0.07
C -2.2914 -0.7129 2.0368 -0.04 -0.42 0.19 -0.15
C -1.9805 -4.9096 1.6801 0.07 -0.35 -0.17 -0.47
C -2.4237 -5.9107 2.5037 0.02 0.18 -0.01 -0.12
C -2.1327 -7.2071 2.0174 -0.01 -0.10 0.01 -0.18
C -1.4760 -7.1784 0.8266 0.05 0.06 -0.08 -0.40
S -1.2009 -5.5827 0.2852 -0.09 0.02 0.31 1.07
C -2.9832 2.6995 3.3718 0.08 0.13 -0.13 0.05
H -1.2211 8.1942 1.7279 -0.03 0.01 0.04 0.06
H -2.9410 7.9531 3.7021 0.00 0.00 -0.01 0.10
H -3.6287 5.4567 4.0664 0.01 0.00 0.00 0.11
H -1.4915 3.3236 0.4238 0.11 -0.01 -0.10 0.08
H -4.0449 0.9285 5.1215 -0.01 -0.01 -0.01 0.12
H -3.9651 -1.5173 4.9139 -0.01 0.02 0.00 0.12
H -3.2167 -3.5225 3.7007 -0.01 0.00 0.01 0.12
H -1.0098 -2.9610 0.0659 0.07 0.06 0.07 0.05
H -2.9438 -5.7299 3.4337 0.01 0.00 0.00 0.11
H -2.4029 -8.1184 2.5309 0.01 0.00 -0.01 0.10
H -1.1342 -8.0100 0.2313 0.00 0.00 0.03 0.07
H -3.4105 3.1654 4.2515 0.01 -0.01 0.02 0.12
Te 2.1049 -2.0482 1.4602 0.47 -0.37 0.53 1.36
C 3.2517 -1.5003 3.1915 -0.16 -0.01 -0.34 -0.52
C 4.5944 -1.1893 3.0081 0.02 -0.02 -0.09 -0.14
C 5.3727 -0.7736 4.0792 -0.01 0.01 0.07 -0.09
C 4.8120 -0.6661 5.3438 0.03 0.01 -0.03 -0.09
C 3.4734 -0.9793 5.5330 0.01 0.00 0.03 -0.09
C 2.6950 -1.3904 4.4599 -0.13 -0.05 0.00 -0.15
C 2.0682 -4.1166 1.9872 -0.09 0.27 -0.16 -0.51
C 2.7816 -5.0302 1.2213 0.02 0.04 -0.10 -0.14
C 2.7567 -6.3805 1.5427 -0.01 -0.04 0.04 -0.09
C 2.0247 -6.8215 2.6363 0.00 -0.01 -0.03 -0.09
C 1.3123 -5.9111 3.4040 -0.02 -0.05 -0.02 -0.09
C 1.3266 -4.5639 3.0746 -0.06 0.07 0.04 -0.15
H 5.0314 -1.2697 2.0205 0.01 0.01 0.02 0.09
H 6.4165 -0.5313 3.9249 0.00 0.00 -0.01 0.10
H 5.4153 -0.3340 6.1792 0.00 -0.01 0.00 0.10
H 3.0323 -0.8948 6.5185 -0.01 -0.01 -0.01 0.10
H 1.6474 -1.6207 4.6144 0.00 0.03 -0.01 0.09
H 3.3548 -4.6836 0.3703 0.00 -0.02 0.01 0.09
H 3.3154 -7.0880 0.9426 -0.01 0.01 -0.01 0.10
H 2.0062 -7.8745 2.8885 0.00 0.01 0.00 0.10
H 0.7318 -6.2545 4.2513 0.00 0.02 0.00 0.10
H 0.7560 -3.8583 3.6674 -0.01 -0.01 -0.02 0.09
```
Forces are in eV/Å.